Molecular formula: C25H21ClN2O5
Method: DFT, wB97M-V/def2-TZVPD

Computed properties:
electronic energy = -52007.4576 eV
E_LUMO = -0.500 eV
frontier orbital gap = 0.2679 hartree
relative energy (zero: lowest compared OMol25 entry of this formula, charge and spin) = 43.3 kJ/mol

Cartesian coordinates (Å):
O1 -0.185874 0.116705 -3.329977
C1 0.959286 0.495797 -3.293311
O2 1.381806 1.629985 -3.873458
C2 0.384793 2.559721 -4.280706
C3 0.048961 3.488911 -3.104957
N1 -0.424779 2.684069 -1.991279
C4 -1.742136 2.252496 -2.060878
O3 -2.493031 2.715766 -2.896006
C5 -2.144466 1.222149 -1.096323
C6 -3.405116 0.669816 -1.196084
C7 -3.760952 -0.396358 -0.374712
C8 -2.887182 -0.866136 0.575787
C9 -1.616149 -0.288064 0.756537
C10 -0.671782 -0.753932 1.730975
N2 -1.067754 -1.677291 2.673228
C11 -0.095991 -2.473443 3.387112
C12 0.373952 -1.760994 4.675673
O4 -0.565065 -0.786180 5.072019
C13 -1.880316 -1.265264 4.953982
C14 -2.265224 -1.461629 3.465506
C15 0.640079 -0.301339 1.650214
C16 1.013978 0.676217 0.743552
C17 0.092705 1.236179 -0.123007
C18 -1.225571 0.739310 -0.141959
C19 0.526360 2.256185 -1.071232
O5 1.656012 2.711876 -1.091036
C20 2.069631 -0.204701 -2.595514
C21 3.373564 0.278104 -2.714020
C22 4.415852 -0.308999 -2.027049
C23 4.171581 -1.392510 -1.197227
C24 2.887631 -1.884655 -1.061784
C25 1.838096 -1.298421 -1.756102
Cl1 0.263664 -1.952167 -1.527257
H1 0.808960 3.125669 -5.110897
H2 -0.514431 2.023279 -4.601080
H3 -0.736633 4.185688 -3.399291
H4 0.944722 4.016710 -2.773345
H5 -4.081638 1.050917 -1.945646
H6 -4.723482 -0.869131 -0.499766
H7 -3.163930 -1.730116 1.157838
H8 0.742578 -2.707576 2.732885
H9 -0.594582 -3.414078 3.647748
H10 0.515684 -2.499164 5.480920
H11 1.309619 -1.218868 4.529392
H12 -1.986643 -2.209423 5.509091
H13 -2.521639 -0.514168 5.416616
H14 -2.775148 -0.571060 3.099638
H15 -2.939555 -2.323578 3.379699
H16 1.388038 -0.674136 2.329899
H17 2.031745 1.036084 0.716627
H18 3.549228 1.130485 -3.349341
H19 5.416584 0.080735 -2.131236
H20 4.981292 -1.853696 -0.651806
H21 2.682669 -2.725777 -0.418653

Atoms 1-6, force components in eV/Å:
0.2 0.2 -0.2
-0.4 -0.3 -0.2
0.4 0.0 0.0
-0.6 0.3 0.0
0.3 0.0 -0.4
0.1 0.3 -0.2